[1]
The following is a quantum chemistry calculation of a molecular structure, C8H8NO4S2, from OMol25.

Atoms and positions in Å:
H (1.77, -0.99, -1.53)
S (1.52, 0.12, 1.28)
H (0.60, -0.65, -3.59)
C (0.84, 0.54, -0.36)
O (1.79, 1.49, 1.90)
H (-0.55, 1.99, 0.50)
H (-0.92, -2.72, 2.18)
C (0.45, 0.03, -2.67)
C (-0.75, 1.83, -1.58)
C (-0.37, 1.17, -2.72)
H (-0.89, 1.27, -3.75)
H (-0.24, 0.92, 3.96)
O (-1.83, -0.15, 0.77)
N (0.00, -0.95, 2.59)
C (-0.32, -1.86, 1.63)
H (-1.54, 2.65, -1.63)
S (-1.03, 0.25, 3.06)
H (0.46, -2.28, 0.94)
C (-1.32, -1.25, 0.49)
O (2.64, -0.75, 0.99)
C (-0.16, 1.48, -0.37)
O (-1.33, -1.91, -0.55)
C (1.16, -0.21, -1.52)

The HOMO energy (alpha / beta) is -4.199 / -4.199 eV. Its LUMO energy (alpha / beta) is 2.49 / 2.49 eV. The energy relative to the best compared isomer or geometry (same formula, charge and spin) comes out at 299.3 kJ/mol. The value obtained for the largest force on an atom is 5.597 eV/A. For the HOMO-LUMO gap (alpha / beta), the calculation gives 6.7 / 6.7 eV. The total charge is -1.

***

[2]
The following is a quantum chemistry calculation of 2 unconnected molecules or ions with the total composition C8H8O, from OMol25.

Atoms and positions in Å:
H (-0.95, -2.14, -1.93)
C (-1.12, -0.65, -0.15)
C (0.17, 0.35, 0.02)
H (-0.62, 1.72, 1.58)
H (-1.73, -2.62, -0.43)
H (0.47, 4.19, 0.20)
C (-0.15, 1.76, -0.28)
H (-1.95, 0.01, -0.52)
C (2.76, -0.09, -0.65)
C (1.54, 0.05, -0.32)
H (3.65, -0.64, -1.27)
H (-0.12, -2.44, -0.27)
O (-1.09, 0.46, 2.24)
C (0.14, 3.09, -0.12)
C (-0.48, -0.27, 1.11)
C (-0.91, -1.89, -0.71)
H (0.38, -0.90, 1.48)

The HOMO energy is -8.966 eV. Its LUMO energy is 0.15 eV. The energy relative to the best compared isomer or geometry (same formula, charge and spin) comes out at 984.3 kJ/mol. The value obtained for the largest force on an atom is 10.123 eV/A. For the HOMO-LUMO gap, the calculation gives 9.1 eV.

***

[3]
The following is a quantum chemistry calculation of 2 unconnected molecules or ions with the total composition C8H8O, from OMol25.

Atoms and positions in Å:
H (2.26, -1.18, 0.19)
O (-0.49, 2.12, 1.71)
C (0.34, 2.30, -1.62)
C (-3.37, -0.48, -0.72)
H (-0.16, -1.84, 0.05)
H (-0.24, -0.52, -1.09)
C (0.03, 1.39, 0.83)
C (0.19, -0.93, -0.23)
H (0.68, 2.57, -2.49)
C (-2.98, 0.45, 0.15)
H (-3.42, 1.06, 0.62)
H (1.99, 0.13, -0.93)
C (1.63, -0.49, -0.14)
C (0.63, 0.04, 0.91)
C (0.18, 1.91, -0.50)
H (0.84, -0.31, 1.94)
H (-3.42, -1.17, -1.64)

The HOMO energy is -10.002 eV. Its LUMO energy is 0.35 eV. The energy relative to the best compared isomer or geometry (same formula, charge and spin) comes out at 697.4 kJ/mol. The value obtained for the largest force on an atom is 18.343 eV/A. For the HOMO-LUMO gap, the calculation gives 10.4 eV. Its SMILES is C#CC(=O)C1CC1.C#C.

***

[4]
The following is a quantum chemistry calculation of a gas-phase ion, C8H8O2P (charge -1), from OMol25.

Atoms and positions in Å:
C (-1.37, 0.92, 0.08)
H (3.36, 0.73, 0.82)
C (0.26, -1.18, -0.53)
C (2.67, -1.29, -0.04)
O (-3.00, -0.96, -1.00)
H (-2.23, 2.81, -0.15)
P (-2.81, -0.15, 0.21)
H (3.62, -1.69, -0.19)
H (-0.51, -1.68, -1.03)
H (-0.44, 2.84, -0.40)
H (1.48, -2.99, -0.50)
C (1.49, -1.93, -0.51)
C (0.23, 0.03, 0.05)
H (1.40, 1.72, 0.93)
C (2.59, 0.08, 0.36)
H (-3.95, 0.72, 0.08)
C (1.37, 0.70, 0.42)
O (-2.83, -0.88, 1.47)
C (-1.34, 2.21, -0.06)

The HOMO energy is -4.806 eV. Its LUMO energy is 3.43 eV. The energy relative to the best compared isomer or geometry (same formula, charge and spin) comes out at 85.3 kJ/mol. The value obtained for the largest force on an atom is 6.219 eV/A. For the HOMO-LUMO gap, the calculation gives 8.2 eV. The total charge is -1. Its SMILES is C=C(c1ccccc1)[P@@H](=O)[O-].

***

[5]
The following is a quantum chemistry calculation of a single C8H8O4 molecule, from OMol25.

Atoms and positions in Å:
H (-1.51, 2.25, -0.80)
H (-2.02, -1.96, 0.75)
C (-2.31, -0.22, -0.09)
H (2.13, -2.31, -0.13)
O (-2.87, -1.39, 0.28)
C (-0.83, -0.29, 0.01)
C (1.33, 0.97, 0.21)
H (3.79, 0.72, -0.67)
C (-0.93, 2.25, 0.11)
H (-0.01, -3.36, -0.32)
H (1.74, 2.08, 0.10)
C (2.07, -0.24, 0.09)
H (-1.64, 2.33, 0.96)
O (-2.98, 0.71, -0.43)
H (-0.16, 3.04, -0.05)
O (3.42, -0.17, -0.18)
C (-0.10, 0.96, 0.15)
C (0.06, -1.40, 0.02)
C (1.42, -1.42, 0.17)
O (-0.61, -2.55, -0.17)

The HOMO energy is -8.937 eV. Its LUMO energy is 0.33 eV. The energy relative to the best compared isomer or geometry (same formula, charge and spin) comes out at 188.2 kJ/mol. The value obtained for the largest force on an atom is 4.752 eV/A. For the HOMO-LUMO gap, the calculation gives 9.3 eV. Its SMILES is Cc1cc(O)cc(O)c1C(=O)O.

***

[6]
The following is a quantum chemistry calculation of a single C8H8O4S3 molecule, from OMol25.

Atoms and positions in Å:
O (-0.71, 1.26, -1.42)
H (1.59, 1.72, -0.11)
O (-2.54, 2.12, -0.50)
S (-2.88, -1.54, 2.54)
C (0.35, 0.41, -1.19)
H (2.10, -1.59, 2.01)
H (-1.93, -0.84, -1.83)
C (-1.03, -1.06, -2.40)
H (-1.02, -2.04, -2.57)
C (2.14, -0.50, 0.12)
C (-1.53, -0.69, 2.11)
O (-0.02, 2.95, 1.08)
H (2.23, -1.33, -0.55)
O (0.03, -0.85, -1.57)
C (-0.67, 1.95, 0.99)
S (-1.10, 1.00, 2.43)
S (-0.25, -1.58, 1.22)
C (1.52, 0.73, -0.53)
H (3.20, -0.48, 0.28)
H (-0.91, -0.56, -3.30)
C (-1.40, 1.77, -0.40)
C (1.40, -0.90, 1.47)
H (1.41, 0.03, 2.12)

The HOMO energy is -8.995 eV. Its LUMO energy is -1.25 eV. The energy relative to the best compared isomer or geometry (same formula, charge and spin) comes out at 245.2 kJ/mol. The value obtained for the largest force on an atom is 4.212 eV/A. For the HOMO-LUMO gap, the calculation gives 7.7 eV. Its SMILES is CO/C1=C\CCSC(=S)SC(=O)C(=O)O1.

***

[7]
The following is a quantum chemistry calculation of 2 unconnected molecules or ions with the total composition C8H8OS3, from OMol25.

Atoms and positions in Å:
C (-0.10, -1.03, -0.46)
C (1.51, -0.13, -2.12)
H (-2.44, -1.22, 1.74)
O (1.69, 0.85, -4.32)
S (0.30, 4.25, 1.49)
C (-0.38, -0.27, 1.89)
H (1.36, 0.58, -0.05)
C (-1.95, -1.86, 1.01)
S (2.52, -1.32, -1.27)
H (-0.92, -0.51, 2.78)
H (-0.47, 0.77, 1.60)
C (1.54, 0.42, -3.28)
C (0.45, 3.99, -0.02)
H (-1.74, -2.74, 1.59)
C (-0.78, -1.08, 0.71)
S (0.56, 3.79, -1.58)
C (1.18, -0.28, -0.71)
H (-2.63, -2.15, 0.14)
H (-0.42, -1.62, -1.20)
H (0.71, -0.45, 2.05)

The HOMO energy is -8.060 eV. Its LUMO energy is -0.31 eV. The energy relative to the best compared isomer or geometry (same formula, charge and spin) comes out at 335.8 kJ/mol. The value obtained for the largest force on an atom is 3.929 eV/A. For the HOMO-LUMO gap, the calculation gives 7.7 eV.

***

[8]
The following is a quantum chemistry calculation of a single C8H8P2 molecule, from OMol25.

Atoms and positions in Å:
H (3.89, -1.15, -0.74)
H (-3.51, -1.36, 1.03)
C (2.94, -0.86, -0.12)
H (-1.09, -2.13, 0.61)
C (1.95, -1.56, 0.44)
C (-2.02, 1.16, -0.40)
C (-2.75, -0.76, 0.68)
H (3.85, 1.05, -0.40)
H (-3.99, 0.97, 0.39)
C (-3.03, 0.55, 0.25)
H (1.48, -2.57, 0.44)
H (-2.10, 2.22, -0.75)
P (-0.69, -0.04, -0.69)
C (2.88, 0.54, -0.05)
C (1.95, 1.37, 0.42)
C (-1.59, -1.29, 0.19)
H (2.05, 2.49, 0.62)
P (0.39, 0.66, 1.09)

The HOMO energy (alpha / beta) is -8.133 / -8.009 eV. Its LUMO energy (alpha / beta) is -0.69 / -0.65 eV. The energy relative to the best compared isomer or geometry (same formula, charge and spin) comes out at 280.7 kJ/mol. The value obtained for the largest force on an atom is 4.939 eV/A. For the HOMO-LUMO gap (alpha / beta), the calculation gives 7.4 / 7.4 eV.

***

[9]
The following is a quantum chemistry calculation of a single C8H8S molecule, from OMol25.

Atoms and positions in Å:
H (-0.90, 2.11, -0.37)
H (1.98, 2.53, -0.05)
H (-0.84, -3.29, 0.21)
C (1.91, 1.45, -0.02)
H (-1.92, 0.21, -1.30)
C (-1.25, -1.26, 0.00)
C (-0.72, 1.20, 0.21)
C (0.69, 0.72, 0.06)
H (-2.68, 0.26, 0.31)
C (-1.73, 0.10, -0.23)
C (0.93, -0.61, 0.05)
C (-1.56, -2.51, 0.07)
H (4.02, 0.91, -0.13)
H (-0.89, 1.44, 1.27)
S (2.57, -1.05, -0.02)
H (-2.59, -2.85, 0.00)
C (2.99, 0.63, -0.06)

The HOMO energy is -8.378 eV. Its LUMO energy is 0.52 eV. The energy relative to the best compared isomer or geometry (same formula, charge and spin) comes out at 208.6 kJ/mol. The value obtained for the largest force on an atom is 4.372 eV/A. For the HOMO-LUMO gap, the calculation gives 8.9 eV.

***

[10]
The following is a quantum chemistry calculation of a single C8H8S2Si molecule, from OMol25.

Atoms and positions in Å:
H (-0.25, -3.14, 1.30)
C (2.95, -0.46, -0.37)
H (0.06, 1.81, 2.20)
C (0.84, 0.45, 0.71)
S (-2.03, -0.34, 0.80)
H (-1.45, 2.66, -1.59)
H (-3.23, 1.06, -0.80)
H (-1.48, -2.76, -0.79)
H (-1.81, 0.35, -1.44)
H (3.97, -0.67, -0.58)
C (-1.34, 2.14, -0.61)
C (1.94, -1.38, -0.16)
Si (-0.74, -2.21, 0.30)
S (2.40, 1.06, 0.17)
C (0.77, -0.92, 0.41)
C (-2.21, 0.86, -0.67)
H (2.17, -2.44, -0.40)
C (-0.07, 1.49, 1.22)
C (-0.47, 2.47, 0.31)

The HOMO energy is -8.473 eV. Its LUMO energy is -0.09 eV. The energy relative to the best compared isomer or geometry (same formula, charge and spin) comes out at 308.3 kJ/mol. The value obtained for the largest force on an atom is 5.134 eV/A. For the HOMO-LUMO gap, the calculation gives 8.4 eV. Its SMILES is C1=CCS[SiH2]c2ccsc2C=1.

***

[11]
The following is a quantum chemistry calculation of a single C8H8Se molecule, from OMol25.

Atoms and positions in Å:
H (2.07, 0.37, -1.67)
Se (3.71, -0.45, 0.16)
C (-0.38, -2.32, -0.38)
H (-1.65, 1.24, 0.87)
H (-3.01, -0.68, 1.10)
C (-2.13, -0.78, 0.45)
C (-1.72, -2.02, 0.02)
C (0.38, -1.24, -0.34)
H (-2.29, -2.94, -0.04)
C (2.35, 0.80, -0.66)
H (2.85, 1.73, -0.81)
C (-1.25, 0.30, 0.45)
C (1.11, 1.12, 0.15)
H (-0.21, -3.43, -0.58)
H (0.83, 2.12, -0.22)
H (1.28, 1.33, 1.32)
C (0.10, 0.06, 0.02)

The HOMO energy (alpha / beta) is -7.768 / -7.709 eV. Its LUMO energy (alpha / beta) is -2.43 / -2.42 eV. The energy relative to the best compared isomer or geometry (same formula, charge and spin) comes out at 392.7 kJ/mol. The value obtained for the largest force on an atom is 2.811 eV/A. For the HOMO-LUMO gap (alpha / beta), the calculation gives 5.3 / 5.3 eV.

***

[12]
The following is a quantum chemistry calculation of a molecular structure, C8H9Br9Cl6O3, from OMol25.

Atoms and positions in Å:
C (-3.34, 2.86, 2.49)
Cl (0.56, 2.12, 2.66)
C (-1.54, -0.06, 0.06)
H (-1.13, 0.28, -2.47)
Br (0.92, -0.52, 1.89)
H (-1.25, -1.41, 2.73)
Br (-2.79, 1.44, 1.24)
C (3.18, -1.68, -2.45)
O (2.86, -4.27, -0.20)
Br (-2.70, 2.76, 4.38)
H (2.28, -0.14, -1.10)
Cl (-1.95, -1.73, -3.23)
Br (-1.41, 0.92, 3.67)
Br (0.14, -0.71, -0.85)
Cl (-1.57, 0.73, -4.77)
Cl (2.09, 1.12, 0.15)
O (2.17, -2.06, -0.39)
C (2.14, -1.17, -1.44)
H (-1.22, 0.87, 0.53)
Br (-2.96, 0.34, -1.28)
Br (-2.22, -1.39, 1.38)
H (2.73, -1.72, -3.44)
H (-0.07, 2.18, 0.46)
Br (0.27, -1.60, 4.88)
H (4.07, -1.05, -2.55)
H (-3.03, 3.84, 2.12)
C (-0.98, -0.28, -3.40)
Br (-5.27, 2.95, 2.55)
O (3.49, -2.96, -1.95)
H (1.11, -1.23, -1.81)
C (0.92, 2.30, 0.88)
Cl (0.73, -0.74, -3.62)
Cl (1.41, 3.98, 0.53)
C (2.83, -3.19, -0.82)
C (-0.49, -0.79, 3.20)

The HOMO energy is -8.753 eV. Its LUMO energy is -0.79 eV. The energy relative to the best compared isomer or geometry (same formula, charge and spin) comes out at 1670.5 kJ/mol. The value obtained for the largest force on an atom is 11.142 eV/A. For the HOMO-LUMO gap, the calculation gives 8.0 eV.